Entry 1:
DFT (ωB97M-V with the def2-TZVPD basis set) results for a 10-piece molecular cluster, H20O10 overall.

Each line ends with the Mulliken charge.
Positions of all 30 atoms, in Å:
1 O 1.347 -1.558 -2.490  -0.705
2 H 0.564 -0.988 -2.370  0.353
3 H 2.110 -1.064 -2.234  0.387
4 O -2.547 0.857 0.464  -0.529
5 H -2.719 1.748 0.744  0.263
6 H -3.148 0.646 -0.215  0.268
7 O 1.444 3.304 0.162  -0.649
8 H 1.948 2.659 0.656  0.336
9 H 1.978 4.014 -0.020  0.261
10 O -0.511 3.091 1.839  -0.676
11 H 0.139 3.262 1.168  0.422
12 H -0.520 3.974 2.285  0.302
13 O -0.075 0.254 -1.056  -0.493
14 H 0.405 0.933 -0.694  0.257
15 H -0.814 0.222 -0.437  0.258
16 O -0.451 0.041 2.087  -0.594
17 H -0.587 0.951 1.745  0.192
18 H -0.227 0.143 3.023  0.264
19 O -1.120 -2.243 0.809  -0.693
20 H -1.062 -1.429 1.324  0.385
21 H -1.483 -2.869 1.400  0.258
22 O -2.921 -1.752 -1.240  -0.608
23 H -2.187 -2.001 -0.697  0.336
24 H -2.595 -2.058 -2.049  0.344
25 O 1.099 -3.079 -0.429  -0.756
26 H 0.315 -2.838 -0.013  0.404
27 H 1.207 -2.405 -1.224  0.449
28 O 3.441 -0.329 -1.128  -0.694
29 H 3.931 -1.142 -1.119  0.338
30 H 3.040 -0.347 -0.291  0.318

Output
HOMO, eV: -9.1
Structure (SMILES): O.O.O.O.O.O.O.O.O.O
Maximum force, eV/A: 3.94
Total energy, hartree: -764.37729
Lowest unoccupied orbital energy, eV: -0.243
ΔE to the lowest compared entry with this formula, charge and spin, kcal per mole: 65.7
Molar mass, g mol⁻¹: 180.2

---

Entry 2:
DFT (ωB97M-V with the def2-TZVPD basis set) results for a 10-piece molecular cluster, H20O10 overall.

Each line ends with the Mulliken charge.
Positions of all 30 atoms, in Å:
1 O -0.386 -11.062 -7.860  -0.545
2 H -0.562 -11.756 -7.208  0.383
3 H -0.612 -11.377 -8.751  0.120
4 O -2.823 -11.138 -4.770  -0.621
5 H -3.506 -10.511 -5.025  0.334
6 H -1.967 -10.662 -4.896  0.286
7 O -3.137 -12.662 -9.336  -0.635
8 H -3.791 -13.026 -9.877  0.264
9 H -3.621 -12.175 -8.623  0.332
10 O -0.652 -13.097 -6.116  -0.627
11 H -0.258 -13.963 -6.202  0.269
12 H -1.586 -13.294 -6.199  0.314
13 O -0.975 -11.624 -10.826  -0.715
14 H -1.211 -11.489 -11.774  0.314
15 H -1.711 -12.053 -10.400  0.354
16 O -2.625 -9.380 -7.064  -0.677
17 H -1.854 -9.967 -7.170  0.413
18 H -2.461 -8.735 -6.311  0.306
19 O 1.212 -13.391 -10.537  -0.585
20 H 2.116 -13.431 -10.871  0.310
21 H 0.976 -12.575 -10.967  0.259
22 O -2.156 -9.165 -10.177  -0.570
23 H -1.759 -10.013 -10.500  0.360
24 H -3.075 -9.474 -10.190  0.277
25 O 1.683 -10.508 -6.157  -0.633
26 H 0.921 -10.840 -6.557  0.328
27 H 1.629 -10.833 -5.253  0.303
28 O 0.671 -8.582 -8.826  -0.631
29 H 0.378 -9.351 -8.375  0.389
30 H 1.543 -8.362 -8.482  0.324

Output
HOMO, eV: -10.2
Structure (SMILES): O.O.O.O.O.O.O.O.O.O
Maximum force, eV/A: 2.84
Total energy, hartree: -764.36734
Lowest unoccupied orbital energy, eV: -0.130
ΔE to the lowest compared entry with this formula, charge and spin, kcal per mole: 71.9
Molar mass, g mol⁻¹: 180.2

---

Entry 3:
DFT (ωB97M-V with the def2-TZVPD basis set) results for a 10-piece molecular cluster, H20O10 overall.

Each line ends with the Mulliken charge.
Positions of all 30 atoms, in Å:
1 O 0.159 -3.032 -3.450  -0.594
2 H 0.052 -2.434 -4.191  0.306
3 H 0.709 -3.738 -3.789  0.305
4 O -1.058 4.435 -1.368  -0.634
5 H -0.173 4.755 -1.546  0.317
6 H -1.596 4.822 -2.058  0.316
7 O -0.067 0.307 -0.623  -0.616
8 H -0.262 -0.630 -0.603  0.300
9 H -0.407 0.641 0.208  0.313
10 O 3.858 -2.681 -1.855  -0.626
11 H 3.720 -3.467 -2.384  0.307
12 H 3.124 -2.674 -1.241  0.317
13 O -0.120 -0.755 3.523  -0.612
14 H 0.660 -0.200 3.508  0.317
15 H 0.177 -1.576 3.915  0.306
16 O 2.807 1.192 2.526  -0.611
17 H 3.106 0.340 2.842  0.311
18 H 3.496 1.482 1.928  0.304
19 O 1.305 2.639 -4.097  -0.640
20 H 2.037 2.405 -3.526  0.318
21 H 0.545 2.664 -3.514  0.324
22 O -2.198 4.515 2.727  -0.626
23 H -1.929 4.012 1.958  0.303
24 H -1.880 4.004 3.472  0.320
25 O -1.421 -4.845 -0.413  -0.645
26 H -1.995 -5.510 -0.792  0.316
27 H -1.161 -4.300 -1.156  0.318
28 O -3.900 -0.768 3.716  -0.629
29 H -4.515 -1.006 3.022  0.314
30 H -3.076 -0.599 3.259  0.303

Output
HOMO, eV: -11.2
Structure (SMILES): O.O.O.O.O.O.O.O.O.O
Maximum force, eV/A: 0.37
Total energy, hartree: -764.35255
Lowest unoccupied orbital energy, eV: -0.007
ΔE to the lowest compared entry with this formula, charge and spin, kcal per mole: 81.2
Molar mass, g mol⁻¹: 180.2

---

Entry 4:
DFT (ωB97M-V with the def2-TZVPD basis set) results for a 10-piece molecular cluster, H20O10 overall.

Each line ends with the Mulliken charge.
Positions of all 30 atoms, in Å:
1 O -2.632 -0.850 0.001  -0.590
2 H -3.454 -0.632 0.557  0.280
3 H -2.993 -1.410 -0.639  0.242
4 O 1.348 1.837 -0.454  -0.697
5 H 1.579 1.513 -1.434  0.427
6 H 1.147 0.950 -0.174  0.220
7 O 0.059 -2.801 -0.516  -0.577
8 H 0.024 -3.492 -1.148  0.276
9 H 0.782 -2.216 -0.947  0.310
10 O -2.396 2.271 1.046  -0.643
11 H -2.956 2.141 0.224  0.306
12 H -1.578 2.769 0.781  0.320
13 O -1.399 2.115 -2.368  -0.511
14 H -0.518 1.830 -2.335  0.251
15 H -1.593 1.931 -3.212  0.247
16 O 3.055 -0.017 -1.279  -0.651
17 H 2.770 0.169 -0.325  0.412
18 H 3.952 0.178 -1.219  0.270
19 O -0.468 -0.417 -1.600  -0.593
20 H -0.613 -0.531 -2.564  0.294
21 H -1.294 -0.679 -1.103  0.427
22 O 1.274 -0.423 3.221  -0.698
23 H 1.036 0.075 2.411  0.338
24 H 0.721 -1.265 2.870  0.413
25 O -1.252 -1.911 2.424  -0.656
26 H -1.188 -2.590 1.637  0.338
27 H -1.497 -1.124 1.973  0.287
28 O 2.907 0.648 1.344  -0.674
29 H 2.850 1.436 0.783  0.421
30 H 2.330 0.496 2.046  0.210

Output
HOMO, eV: -10.8
Structure (SMILES): O.O.O.O.O.O.O.O.O.O
Maximum force, eV/A: 5.37
Total energy, hartree: -764.30034
Lowest unoccupied orbital energy, eV: -0.177
ΔE to the lowest compared entry with this formula, charge and spin, kcal per mole: 113.9
Molar mass, g mol⁻¹: 180.2

---

Entry 5:
DFT (ωB97M-V with the def2-TZVPD basis set) results for a 10-piece molecular cluster, H20O10 overall.

Each line ends with the Mulliken charge.
Positions of all 30 atoms, in Å:
1 O -1.665 2.478 -1.949  -0.603
2 H -1.024 2.579 -1.237  0.309
3 H -2.453 2.943 -1.654  0.302
4 O 0.693 3.040 1.412  -0.632
5 H 0.691 3.989 1.568  0.290
6 H -0.237 2.769 1.482  0.348
7 O 0.397 -0.270 0.566  -0.544
8 H 0.216 0.041 -0.336  0.324
9 H 0.653 0.528 1.039  0.227
10 O -2.954 -1.937 0.231  -0.628
11 H -2.119 -1.503 0.023  0.306
12 H -3.246 -2.287 -0.614  0.314
13 O -0.199 -3.053 0.858  -0.627
14 H -1.088 -3.395 1.004  0.382
15 H -0.327 -2.105 0.730  0.217
16 O -0.998 -1.787 -2.084  -0.614
17 H -1.783 -2.197 -2.459  0.272
18 H -0.531 -2.506 -1.637  0.370
19 O 2.691 -2.371 0.486  -0.711
20 H 1.944 -1.987 0.966  0.331
21 H 2.337 -3.193 0.134  0.309
22 O -2.032 2.084 1.614  -0.640
23 H -2.568 2.534 2.275  0.296
24 H -2.070 1.150 1.852  0.305
25 O 3.407 0.043 -0.703  -0.658
26 H 4.362 0.089 -0.616  0.298
27 H 3.125 -0.744 -0.190  0.427
28 O 1.348 1.844 -1.193  -0.592
29 H 1.959 1.093 -1.287  0.298
30 H 1.469 2.134 -0.281  0.322

Output
HOMO, eV: -10.6
Structure (SMILES): O.O.O.O.O.O.O.O.O.O
Maximum force, eV/A: 0.56
Total energy, hartree: -764.40547
Lowest unoccupied orbital energy, eV: 0.068
ΔE to the lowest compared entry with this formula, charge and spin, kcal per mole: 48.0
Molar mass, g mol⁻¹: 180.2

---

Entry 6:
DFT (ωB97M-V with the def2-TZVPD basis set) results for a 10-piece molecular cluster, H20O10 overall.

Each line ends with the Mulliken charge.
Positions of all 30 atoms, in Å:
1 O -0.944 0.168 -0.971  -0.494
2 H 0.048 0.051 -1.225  0.055
3 H -1.460 0.189 -1.794  0.305
4 O 0.594 -2.257 -1.755  -0.494
5 H 0.097 -1.994 -2.460  0.239
6 H 0.588 -3.263 -1.766  0.264
7 O 0.137 -1.693 0.856  -0.536
8 H 0.930 -2.136 0.622  0.274
9 H 0.553 -1.099 1.510  0.280
10 O -3.252 0.213 -0.120  -0.577
11 H -3.342 0.855 0.634  0.298
12 H -4.053 0.297 -0.563  0.257
13 O 1.528 0.809 3.077  -0.597
14 H 2.038 1.099 3.889  0.302
15 H 1.324 1.627 2.711  0.312
16 O 2.446 3.189 0.280  -0.623
17 H 3.229 2.662 0.146  0.317
18 H 2.759 3.846 0.971  0.304
19 O 2.651 0.249 -0.811  -0.595
20 H 2.090 0.415 0.010  0.299
21 H 1.942 0.007 -1.408  0.352
22 O -4.474 -0.855 1.976  -0.583
23 H -5.094 -1.331 2.483  0.276
24 H -4.293 -1.493 1.176  0.330
25 O 3.503 -1.869 -0.141  -0.526
26 H 3.655 -2.820 0.193  0.275
27 H 3.531 -2.093 -1.049  0.287
28 O -2.156 2.069 -2.374  -0.599
29 H -3.070 2.220 -2.469  0.272
30 H -1.731 2.785 -1.761  0.327

Output
HOMO, eV: -9.5
Structure (SMILES): O.O.O.O.O.O.O.O.O.O
Maximum force, eV/A: 4.88
Total energy, hartree: -764.27896
Lowest unoccupied orbital energy, eV: 0.481
ΔE to the lowest compared entry with this formula, charge and spin, kcal per mole: 127.4
Molar mass, g mol⁻¹: 180.1